Entry 1:
Computed, not measured: a 3-piece molecular cluster, C33H25N4O6 overall, with ωB97M-V with the def2-TZVPD basis set.

## Properties
F_max = 3.37 eV Å⁻¹
energy relative to the best compared isomer or geometry (same formula, charge and spin) = 101.5 kJ/mol
energy = -52865.967 eV
net charge = +1
LUMO energy = -3.5 eV

Each line ends with the Löwdin charge.
Element x y z (Å)
O (2.93, 0.53, -2.84)  0.071
O (2.17, 1.96, 2.25)  0.076
O (-2.48, -3.61, -4.66)  0.184
O (-3.10, 3.83, 1.39)  0.096
O (-2.20, -5.55, -3.56)  0.063
O (-4.78, 1.56, 5.92)  0.108
N (2.77, -3.52, -4.09)  0.168
N (4.07, -3.88, -4.05)  0.143
N (2.93, -5.79, -4.01)  0.212
N (5.28, -6.00, -3.99)  0.175
C (4.09, -1.67, 1.48)  -0.045
C (-1.23, 2.35, 2.85)  0.005
C (0.62, -5.02, -4.13)  -0.090
C (-2.99, 1.94, 4.45)  -0.083
C (-4.41, 2.06, 4.88)  -0.278
C (-0.77, 1.09, 4.84)  -0.047
C (4.19, -5.21, -4.01)  -0.355
C (3.48, -0.46, 1.78)  0.017
C (2.78, 0.88, -1.68)  -0.277
C (1.96, 2.55, -0.01)  -0.076
C (-1.79, -4.29, -4.01)  -0.504
C (3.80, -1.23, -0.87)  -0.026
C (-0.34, 1.64, 3.63)  -0.047
C (3.03, 0.37, 0.76)  -0.068
C (-6.70, 2.85, 4.35)  0.002
C (2.37, 1.66, 1.09)  -0.255
C (-7.60, 3.53, 3.54)  -0.053
C (-4.92, 3.39, 2.82)  -0.085
C (-5.36, 2.78, 4.00)  -0.083
C (-2.09, 1.24, 5.25)  0.001
C (1.36, 3.78, 0.28)  0.006
C (-5.81, 4.09, 2.02)  -0.001
C (2.17, 2.19, -1.35)  -0.087
C (4.24, -2.06, 0.15)  -0.065
C (-2.55, 2.51, 3.25)  -0.082
C (3.20, -0.01, -0.57)  -0.087
C (-7.15, 4.16, 2.38)  -0.055
C (-0.32, -3.88, -3.61)  -0.079
C (1.82, 3.06, -2.37)  0.004
C (1.01, 4.64, -0.74)  -0.032
C (-3.49, 3.29, 2.41)  -0.278
C (1.24, 4.29, -2.07)  -0.041
C (2.12, -4.70, -4.06)  -0.229
H (-5.47, 4.57, 1.11)  0.120
H (4.70, -3.01, -0.09)  0.100
H (-0.07, 0.54, 5.46)  0.107
H (4.89, -3.27, -4.07)  0.200
H (6.04, -5.96, -3.32)  0.126
H (4.44, -2.31, 2.27)  0.114
H (-7.85, 4.70, 1.75)  0.109
H (0.55, 5.59, -0.51)  0.117
H (1.99, 2.79, -3.40)  0.121
H (0.32, -5.25, -5.18)  0.149
H (-0.14, -2.88, -4.06)  0.120
H (0.97, 4.97, -2.86)  0.114
H (-7.05, 2.37, 5.25)  0.122
H (1.18, 4.06, 1.31)  0.125
H (-8.64, 3.58, 3.82)  0.109
H (2.35, -2.59, -4.14)  0.197
H (-0.34, -3.79, -2.50)  0.138
H (3.92, -1.53, -1.90)  0.088
H (-1.75, -6.21, -4.12)  0.111
H (5.31, -6.75, -4.67)  0.131
H (0.40, -5.92, -3.52)  0.134
H (0.68, 1.52, 3.31)  0.071
H (-0.90, 2.78, 1.91)  0.104
H (-2.41, 0.81, 6.19)  0.121
H (3.36, -0.16, 2.82)  0.128


Entry 2:
Computed, not measured: an isolated ion of composition C4H6BrN2 and charge +1, with ωB97M-V with the def2-TZVPD basis set.

## Properties
SMILES = [NH3+][C@@H]1C=CC(Br)=N1
F_max = 3.37 eV Å⁻¹
energy relative to the best compared isomer or geometry (same formula, charge and spin) = 164.6 kJ/mol
energy = -77259.200 eV
net charge = +1
LUMO energy = -4.7 eV

Each line ends with the Löwdin charge.
Element x y z (Å)
Br (3.57, 0.14, 0.10)  0.873
N (-1.41, 1.02, 0.35)  0.200
N (1.04, 0.86, -0.34)  0.050
C (1.02, -1.35, 0.18)  -0.050
C (-0.35, 0.39, -0.49)  -0.323
C (-0.22, -1.04, -0.06)  -0.052
C (1.76, -0.16, -0.13)  -0.801
H (1.28, -2.39, 0.44)  0.148
H (-1.08, -1.70, 0.02)  0.130
H (-1.13, 0.92, 1.42)  0.241
H (-2.35, 0.64, 0.15)  0.174
H (-1.49, 2.02, -0.13)  0.230
H (-0.64, 0.67, -1.52)  0.181


Entry 3:
Computed, not measured: a 8-piece molecular cluster, C20H37BrF9N17O8 overall, with ωB97M-V with the def2-TZVPD basis set.

## Properties
SMILES = CC[C@](C#N)(N=C=O)[C@@](Br)(C#N)CCC(F)(F)C(F)(F)C(F)(F)C(F)(F)F.NC(N)=O.NC(N)=O.NC(N)=O.NC(N)=O.NC(N)=O.NC(N)=O.NC(N)=O
F_max = 4.50 eV Å⁻¹
energy = -157556.366 eV
net charge = 0
LUMO energy = 0.2 eV

Each line ends with the Löwdin charge.
Element x y z (Å)
Br (0.38, 1.68, -2.37)  0.837
F (3.21, -3.00, -3.93)  0.064
F (7.40, -1.08, -1.29)  0.137
F (6.97, -1.22, -4.44)  0.090
F (4.27, -1.52, -5.28)  0.042
F (5.69, 0.60, -4.03)  0.102
F (6.81, 1.11, -1.79)  0.103
F (4.61, -1.42, -1.66)  0.088
F (5.70, -2.90, -2.99)  0.079
F (8.46, 0.08, -2.92)  0.096
O (-2.61, 0.67, 0.55)  0.145
O (-5.26, -4.97, 7.48)  0.018
O (-3.51, 6.66, 0.87)  -0.003
O (-5.65, -1.29, 4.66)  -0.012
O (3.72, 7.11, -1.10)  0.008
O (-0.99, -1.47, 3.00)  0.010
O (-2.87, 2.48, -2.28)  -0.028
O (1.70, -5.53, -5.27)  0.023
N (-1.75, 7.37, -0.37)  0.159
N (-5.90, -4.21, 5.45)  0.157
N (-7.34, -0.67, 6.03)  0.170
N (4.17, 5.00, -0.42)  0.154
N (-2.28, -1.79, 4.84)  0.164
N (4.86, 5.72, -2.48)  0.147
N (-0.80, -0.62, -0.52)  0.166
N (-1.45, 6.75, 1.80)  0.158
N (3.87, 1.38, -0.84)  0.182
N (2.45, -7.02, -6.80)  0.143
N (-5.26, 0.21, 6.31)  0.170
N (3.84, -5.40, -5.98)  0.156
N (-6.58, -6.27, 6.17)  0.143
N (0.51, 2.14, 1.37)  0.184
N (-3.24, -1.22, 2.86)  0.179
N (-3.31, 3.49, -0.30)  0.177
N (-3.70, 4.60, -2.26)  0.153
C (0.59, -0.19, -0.17)  -0.413
C (1.36, -1.23, 0.79)  -0.159
C (1.68, -0.91, -2.51)  -0.170
C (-2.10, -1.49, 3.53)  -0.671
C (0.45, 1.15, 0.71)  -0.200
C (4.22, 6.02, -1.32)  -0.705
C (-5.87, -5.14, 6.44)  -0.700
C (-6.06, -0.63, 5.60)  -0.668
C (2.71, -0.55, -3.68)  -0.062
C (7.21, -0.13, -2.29)  -0.353
C (1.17, -2.76, 0.37)  -0.099
C (2.77, 0.95, -0.95)  -0.206
C (-3.26, 3.46, -1.65)  -0.695
C (-1.69, 0.01, 0.15)  -0.231
C (3.80, -1.70, -3.94)  -0.292
C (6.19, -0.58, -3.45)  -0.214
C (-2.32, 6.91, 0.77)  -0.698
C (1.46, 0.25, -1.45)  -0.628
C (5.07, -1.62, -2.98)  -0.221
C (2.60, -5.95, -5.97)  -0.699
H (-3.68, 4.62, -3.26)  0.102
H (2.47, -1.00, 0.90)  0.122
H (-1.82, 6.40, 2.67)  0.108
H (0.91, -1.12, 1.84)  0.098
H (3.19, -7.37, -7.38)  0.091
H (-2.36, 7.51, -1.16)  0.101
H (-7.09, -6.41, 5.31)  0.091
H (-3.00, 2.68, 0.19)  0.064
H (5.27, 4.82, -2.66)  0.091
H (-3.15, -0.99, 1.88)  0.068
H (-6.59, -6.98, 6.87)  0.105
H (4.01, -4.61, -5.38)  0.079
H (-7.97, -1.28, 5.53)  0.112
H (-4.15, -1.24, 3.28)  0.059
H (4.92, 6.44, -3.17)  0.104
H (-5.59, 0.76, 7.08)  0.104
H (-5.39, -3.36, 5.60)  0.069
H (-1.46, -2.00, 5.39)  0.108
H (1.55, -7.46, -6.83)  0.104
H (-4.02, 5.40, -1.75)  0.083
H (-6.40, -4.33, 4.59)  0.097
H (4.58, 4.10, -0.59)  0.070
H (-7.69, -0.13, 6.80)  0.103
H (0.66, -1.07, -3.03)  0.129
H (4.59, -5.75, -6.55)  0.094
H (1.95, -1.92, -2.07)  0.106
H (-3.19, -1.81, 5.28)  0.070
H (-4.30, 0.28, 6.03)  0.105
H (2.13, -0.48, -4.66)  0.146
H (0.21, -2.95, -0.21)  0.081
H (-3.64, 4.29, 0.21)  0.078
H (3.71, 5.18, 0.45)  0.105
H (-0.78, 7.58, -0.46)  0.101
H (2.08, -3.07, -0.26)  0.068
H (-0.47, 6.95, 1.73)  0.099
H (1.18, -3.46, 1.28)  0.088
H (3.24, 0.44, -3.56)  0.120


Entry 4:
Computed, not measured: the molecule C3H3NS2, with ωB97M-V with the def2-TZVPD basis set.

## Properties
SMILES = CS(=S)#CC#N
F_max = 3.57 eV Å⁻¹
energy relative to the best compared isomer or geometry (same formula, charge and spin) = 360.8 kJ/mol
energy = -26315.547 eV
net charge = 0
LUMO energy (alpha / beta) = -2.5 / -2.5 eV

Each line ends with the Löwdin charge.
Element x y z (Å)
S (-2.18, -2.30, 0.26)  0.174
S (-1.82, -0.47, -0.37)  0.476
N (-4.90, 1.70, -0.06)  0.173
C (-2.48, 0.96, -0.02)  -0.336
C (-3.77, 1.35, -0.01)  -0.355
C (-0.02, -0.21, -0.22)  -0.281
H (0.29, -1.06, -0.76)  0.011
H (0.46, -0.32, 0.75)  0.066
H (0.13, 0.85, -0.53)  0.071


Entry 5:
Computed, not measured: C22H26HfIN5O7P2S as an isolated structure, with ωB97M-V with the def2-TZVPD basis set.

## Properties
F_max = 3.49 eV Å⁻¹
energy relative to the best compared isomer or geometry (same formula, charge and spin) = 129.1 kJ/mol
energy = -83849.421 eV
net charge = -2
LUMO energy = 4.3 eV

Each line ends with the Löwdin charge.
Element x y z (Å)
Hf (7.46, -13.04, -7.53)  1.440
I (8.47, -10.38, -10.45)  1.048
S (7.73, -10.77, -6.39)  0.544
P (10.59, -13.81, -6.29)  0.194
P (10.52, -13.56, -9.10)  0.175
O (9.09, -13.95, -6.40)  -0.424
O (9.90, -14.89, -9.73)  -0.139
O (11.64, -13.04, -9.87)  -0.280
O (9.29, -12.70, -8.72)  -0.583
O (11.17, -14.15, -7.76)  -0.254
O (11.25, -12.69, -5.66)  -0.266
O (11.21, -15.13, -5.54)  -0.132
N (5.99, -13.04, -5.93)  -0.191
N (5.56, -11.93, -5.23)  -0.032
N (6.88, -14.82, -8.55)  -0.109
N (6.82, -15.26, -7.21)  -0.208
N (5.67, -9.62, -5.06)  0.006
C (5.58, -15.29, -6.40)  -0.207
C (6.56, -9.75, -10.23)  -0.702
C (5.07, -7.90, -10.75)  -0.131
C (4.01, -8.63, -10.34)  -0.093
C (6.65, -15.04, -10.98)  -0.045
C (5.90, -17.72, -6.34)  -0.147
C (5.63, -11.83, -8.87)  -0.177
C (6.87, -17.07, -9.58)  -0.067
C (4.04, -14.10, -4.87)  -0.053
C (4.20, -9.95, -9.85)  -0.183
C (6.35, -8.50, -10.74)  -0.232
C (5.25, -14.18, -5.70)  -0.325
C (7.74, -16.27, -6.81)  -0.090
C (7.34, -17.49, -6.38)  -0.101
C (5.51, -10.57, -9.61)  -0.198
C (6.32, -15.68, -9.65)  -0.641
C (3.05, -10.70, -9.50)  -0.080
C (5.03, -16.67, -6.29)  -0.082
C (4.81, -15.74, -9.55)  -0.063
C (3.16, -11.95, -8.92)  -0.083
C (4.45, -12.46, -8.56)  -0.184
C (6.22, -10.84, -5.51)  -0.874
H (4.91, -6.94, -11.23)  0.090
H (2.10, -10.13, -9.53)  0.097
H (7.99, -18.34, -6.24)  0.087
H (5.96, -15.35, -11.78)  0.085
H (4.49, -16.04, -8.55)  0.051
H (4.36, -14.75, -9.75)  0.071
H (11.11, -15.85, -6.13)  0.023
H (8.80, -15.95, -6.99)  0.110
H (4.44, -13.47, -8.10)  0.063
H (3.25, -13.37, -5.01)  0.073
H (6.72, -17.55, -10.59)  0.090
H (4.42, -14.10, -3.83)  0.086
H (3.97, -16.90, -6.35)  0.087
H (5.58, -18.77, -6.30)  0.087
H (6.36, -17.74, -8.88)  0.066
H (7.15, -7.81, -10.98)  0.069
H (3.56, -15.14, -4.92)  0.080
H (6.50, -13.96, -10.75)  0.092
H (6.44, -9.08, -4.60)  0.068
H (4.36, -16.53, -10.24)  0.102
H (2.29, -12.38, -8.50)  0.069
H (4.99, -9.88, -4.37)  0.047
H (3.03, -8.13, -10.37)  0.105
H (7.97, -17.12, -9.42)  0.090
H (8.95, -14.97, -9.81)  0.009
H (7.68, -15.24, -11.29)  0.072


Entry 6:
Computed, not measured: the molecule C6H9ClN2O2, with ωB97M-V with the def2-TZVPD basis set.

## Properties
F_max = 3.90 eV Å⁻¹
energy relative to the best compared isomer or geometry (same formula, charge and spin) = 676.5 kJ/mol
energy = -25958.544 eV
net charge = 0
LUMO energy (alpha / beta) = -1.6 / -0.4 eV

Each line ends with the Löwdin charge.
Element x y z (Å)
Cl (-3.23, 0.44, -0.01)  0.655
O (-0.88, -1.80, -1.24)  0.027
O (-0.59, -2.73, 0.66)  0.033
N (-0.93, 1.45, 0.86)  0.000
N (-0.23, -1.94, -0.21)  -0.375
C (-2.04, 0.92, 1.16)  -0.569
C (-0.26, 1.87, -0.19)  -0.160
C (1.08, -0.06, -1.14)  -0.084
C (0.84, -1.03, -0.03)  -0.187
C (-0.06, 1.06, -1.36)  -0.171
C (1.36, -0.96, 1.37)  -0.044
H (2.01, -0.02, 1.36)  0.099
H (-2.09, 0.65, 2.13)  0.043
H (0.24, 2.82, -0.23)  0.108
H (0.98, -0.43, -2.17)  0.123
H (2.08, 0.30, -0.83)  0.120
H (2.03, -1.87, 1.49)  0.110
H (-1.07, 0.70, -1.66)  0.098
H (0.61, -0.95, 2.23)  0.106
H (0.15, 1.59, -2.19)  0.066


Entry 7:
Computed, not measured: C25H25MnN5SSi as an isolated structure, with ωB97M-V with the def2-TZVPD basis set.

## Properties
F_max = 0.73 eV Å⁻¹
expectation value of S² = 0.79
spin multiplicity = 2
energy relative to the best compared isomer or geometry (same formula, charge and spin) = 0.7 kJ/mol
energy = -83799.037 eV
net charge = +2
LUMO energy (alpha / beta) = -8.7 / -8.8 eV

Each line ends with the Löwdin charge.
Element x y z (Å)
Mn (-0.60, -0.44, -0.01)  0.566
S (-0.93, -2.60, -0.50)  0.825
Si (-3.79, -4.71, -0.97)  0.520
N (1.32, -1.07, 0.28)  -0.027
N (0.61, -0.71, 2.48)  0.214
N (-0.94, 1.36, 0.20)  0.030
N (-2.59, -0.78, -0.09)  -0.058
N (-0.38, -0.28, 1.88)  -0.015
C (2.61, -2.01, 2.08)  0.057
C (-4.94, -0.76, -0.01)  -0.013
C (-1.40, 1.75, 1.46)  -0.201
C (-3.73, -0.12, 0.12)  -0.081
C (-1.50, 0.95, 3.76)  0.035
C (-1.96, 2.97, 1.83)  0.026
C (-2.83, -4.92, -2.56)  -0.171
C (2.23, -1.50, -0.59)  -0.086
C (-1.15, 2.00, -1.01)  -0.249
C (-3.78, -2.84, -0.54)  -0.193
C (-2.62, -2.09, -0.39)  -0.629
C (-2.30, 2.74, -1.33)  -0.006
C (-0.17, 1.77, -2.00)  -0.005
C (-2.99, -5.61, 0.45)  -0.167
C (-1.16, 0.78, 2.45)  -0.156
C (-2.13, 2.14, 4.11)  -0.008
C (-4.95, -2.12, -0.34)  -0.020
C (3.37, -2.20, -0.18)  0.009
C (-0.35, 2.26, -3.28)  -0.031
C (3.55, -2.47, 1.16)  0.013
C (-5.57, -5.20, -1.18)  -0.173
C (-1.49, 2.99, -3.58)  -0.012
C (-2.46, 3.23, -2.61)  -0.022
C (-2.33, 3.14, 3.16)  -0.015
C (1.52, -1.33, 1.59)  -0.281
H (0.75, 1.28, -1.71)  0.109
H (-1.62, 3.38, -4.58)  0.128
H (0.41, 2.09, -4.03)  0.125
H (-3.21, -4.26, -3.35)  0.043
H (2.71, -2.16, 3.15)  0.139
H (4.08, -2.52, -0.92)  0.131
H (-1.29, 0.18, 4.50)  0.134
H (-2.96, -6.68, 0.25)  0.046
H (-2.95, -5.95, -2.92)  0.046
H (-2.07, 3.77, 1.12)  0.124
H (-2.43, 2.31, 5.13)  0.129
H (-1.96, -5.28, 0.62)  0.013
H (-6.14, -5.08, -0.26)  0.043
H (-3.08, 2.90, -0.60)  0.108
H (-3.35, 3.79, -2.86)  0.127
H (-1.77, -4.74, -2.44)  0.011
H (4.42, -3.01, 1.50)  0.135
H (-5.91, -2.62, -0.44)  0.112
H (-3.66, 0.92, 0.39)  0.105
H (-3.55, -5.46, 1.38)  0.042
H (-2.77, 4.08, 3.46)  0.128
H (-5.86, -0.22, 0.16)  0.123
H (-5.62, -6.25, -1.46)  0.047
H (2.04, -1.29, -1.63)  0.131
H (-6.07, -4.63, -1.97)  0.045


Entry 8:
Computed, not measured: C33H32CuF2NOP2S as an isolated structure, with ωB97M-V with the def2-TZVPD basis set.

## Properties
F_max = 0.71 eV Å⁻¹
expectation value of S² = 0.79
spin multiplicity = 2
energy = -117760.033 eV
net charge = +1
LUMO energy (alpha / beta) = -2.1 / -3.4 eV

Each line ends with the Löwdin charge.
Element x y z (Å)
Cu (-0.24, -0.01, 0.02)  0.192
S (0.81, 1.82, -2.07)  0.951
P (1.44, 1.14, 1.50)  0.970
P (-0.35, -1.12, 1.93)  0.914
F (3.02, -3.04, 0.19)  0.085
F (1.88, -3.05, -1.68)  0.070
O (0.48, 0.36, -1.73)  -0.609
N (0.74, 0.01, 2.59)  -0.388
C (5.60, -0.69, 0.62)  -0.065
C (-1.42, -1.47, 3.36)  -0.344
C (0.88, -4.79, 0.39)  -0.011
C (-2.82, -2.99, 4.59)  -0.065
C (3.10, 3.18, 2.43)  -0.089
C (-2.30, 4.38, -1.90)  -0.026
C (-0.79, 2.57, -2.30)  -0.404
C (1.53, 3.79, 4.63)  -0.074
C (-2.43, -0.77, 5.43)  -0.068
C (-1.03, 3.83, -1.78)  -0.070
C (1.85, -2.66, -0.38)  -0.356
C (1.95, 2.45, 2.67)  -0.356
C (-3.01, -2.03, 5.57)  -0.068
C (5.07, -0.74, 1.90)  -0.063
C (1.15, 2.77, 3.77)  -0.097
C (2.69, 4.50, 4.40)  -0.074
C (1.53, -4.66, 2.70)  -0.034
C (-1.80, 1.85, -2.92)  -0.069
C (-4.69, 4.29, -2.64)  -0.037
C (3.10, 0.42, 1.14)  -0.378
C (-1.64, -0.49, 4.32)  -0.090
C (3.83, -0.19, 2.16)  -0.086
C (-3.33, 3.68, -2.53)  -0.252
C (-2.04, -2.72, 3.49)  -0.090
C (3.64, 0.48, -0.14)  -0.113
C (1.38, 1.66, -3.77)  -0.196
C (3.48, 4.20, 3.29)  -0.070
C (4.89, -0.07, -0.40)  -0.065
C (1.37, -5.39, 1.50)  -0.070
C (-3.06, 2.41, -3.03)  -0.017
C (1.03, -3.36, 2.80)  -0.096
C (0.65, -3.32, 0.35)  -0.239
C (0.50, -2.71, 1.72)  -0.307
H (1.62, -6.44, 1.48)  0.114
H (-5.33, 3.74, -3.33)  0.081
H (-3.29, -3.96, 4.69)  0.111
H (-1.89, -3.48, 2.73)  0.110
H (6.57, -1.12, 0.41)  0.112
H (0.91, 4.03, 5.49)  0.108
H (5.30, -0.03, -1.40)  0.110
H (2.21, 0.95, -3.74)  0.063
H (5.62, -1.22, 2.70)  0.111
H (-3.61, -2.25, 6.44)  0.111
H (0.57, 1.28, -4.39)  0.063
H (3.09, 0.95, -0.93)  0.062
H (1.22, -0.23, 3.45)  0.073
H (-2.50, 5.37, -1.50)  0.124
H (4.38, 4.77, 3.10)  0.110
H (-1.61, 0.85, -3.29)  0.118
H (0.73, -5.34, -0.53)  0.122
H (1.73, 2.63, -4.13)  0.070
H (-5.19, 4.30, -1.66)  0.092
H (0.22, 2.24, 3.94)  0.080
H (-0.21, -3.07, -0.29)  0.141
H (0.99, -2.89, 3.78)  0.116
H (-2.58, -0.01, 6.19)  0.110
H (1.96, -5.15, 3.57)  0.110
H (-4.62, 5.33, -2.97)  0.088
H (-1.21, 0.49, 4.21)  0.079
H (3.43, -0.22, 3.17)  0.105
H (1.79, -1.57, -0.35)  0.110
H (-3.85, 1.85, -3.52)  0.121
H (3.00, 5.28, 5.08)  0.109
H (3.72, 2.94, 1.57)  0.105
H (-0.24, 4.37, -1.28)  0.114